An isolated molecule of C20H22N4O3S in a non-equilibrium geometry. Source: the OMol25 dataset; level of theory: ωB97M-V with the def2-TZVPD basis set.

Element x y z (Å)
H1 1.731 -3.409 2.368
H2 -6.339 -0.527 -0.324
C1 -0.995 -1.264 -2.072
H3 -1.338 -3.318 -1.493
O1 1.167 3.305 0.748
C2 -5.353 1.308 0.173
C3 -3.061 1.117 0.856
H4 -2.795 -2.282 -1.441
H5 2.674 -4.489 1.282
C4 2.140 2.378 0.503
H6 1.575 -1.226 1.779
H7 4.682 -0.476 -0.089
H8 2.283 5.053 0.829
C5 -1.934 -1.063 0.941
C6 4.231 1.599 -0.373
O2 0.365 -1.306 -1.720
N1 -1.460 -2.088 0.150
N2 -0.194 -1.840 1.929
H9 -4.373 -1.923 0.138
C7 1.394 4.633 0.347
H10 5.154 1.803 -0.896
H11 2.173 -0.500 -2.039
C8 -1.724 -2.328 -1.242
H12 -4.129 2.963 0.758
C9 3.329 2.632 -0.174
O3 3.894 -2.574 0.120
C10 -3.115 -0.261 0.661
H13 -1.131 -1.471 -3.144
C11 -4.305 -0.849 0.240
C12 -5.417 -0.064 -0.003
C13 2.927 -2.399 0.828
S1 0.653 -3.820 0.270
C14 -4.176 1.895 0.609
C15 1.149 -0.339 -2.370
C16 1.878 1.094 0.969
N3 2.438 -1.202 1.230
H14 0.954 0.911 1.496
H15 0.833 0.675 -2.096
H16 -6.224 1.917 -0.019
H17 0.515 5.192 0.667
C17 2.099 -3.568 1.356
C18 2.786 0.064 0.755
H18 3.563 3.617 -0.544
C19 -0.353 -2.520 0.821
N4 -1.177 -0.929 1.993
H19 -2.139 1.562 1.199
H20 1.498 4.715 -0.740
C20 3.977 0.320 0.079
H21 -1.416 -0.268 -1.854
H22 1.090 -0.450 -3.459

Atoms 1-2, force components in eV/Å:
0.1 0.0 0.0
-0.1 0.0 0.0

Its multiplicity is 1. As for the charge: 0. The value obtained for the gap between HOMO and LUMO is 8.81 eV. The molar mass is 398.49 g/mol. Its strongest force on any atom is 1.222 eV/Å. The LUMO energy comes out at 0.6 eV. The total energy is -1618.2584 a.u. The calculation puts the energy above the lowest of the compared OMol25 structures with the same formula, charge and spin at 3.461 eV.


A structure of composition C20H22N6OS in a non-equilibrium geometry. Source: the OMol25 dataset; level of theory: ωB97M-V with the def2-TZVPD basis set.

Element x y z (Å)
H1 -1.319 2.005 -2.022
C1 1.770 -1.103 0.366
C2 3.730 -0.458 1.979
C3 5.641 1.472 -0.759
H2 -0.136 -3.946 -2.689
C4 -3.864 -1.150 0.648
O1 -3.747 3.060 -0.535
N1 -0.514 -2.316 -1.592
C5 -1.753 -1.922 -2.301
C6 -6.344 -0.057 1.184
H3 -1.692 -2.284 -3.479
H4 -4.654 -2.779 1.695
H5 3.000 0.402 2.236
N2 2.836 -1.173 1.202
H6 -1.079 -4.415 -1.237
C7 -0.362 -3.843 -1.580
H7 0.684 -3.916 -0.946
C8 0.221 0.549 0.073
N3 1.155 -1.884 -0.219
C9 4.826 0.126 0.944
C10 6.805 0.643 -0.791
S1 -0.218 2.382 -0.085
C11 -4.863 -1.830 1.440
N4 -0.443 -0.131 -0.946
H8 -2.955 -1.488 0.763
C12 6.077 -0.444 1.033
C13 -5.262 0.577 0.568
C14 4.577 1.031 -0.029
H9 3.038 -2.309 1.158
H10 6.232 -1.451 1.519
C15 -1.477 2.428 -1.228
C16 -5.979 -1.202 1.441
H11 -2.606 -2.405 -1.887
C17 -2.868 1.960 -0.755
H12 3.953 -0.848 3.034
H13 7.986 -0.766 0.399
H14 -6.941 -1.832 2.134
N5 1.335 0.278 0.642
H15 -5.387 1.779 0.197
C18 -4.113 0.136 0.454
H16 -1.618 3.607 -1.656
N6 -2.988 0.829 -0.393
C19 7.006 -0.335 0.124
H17 7.592 1.110 -1.436
H18 5.327 2.372 -1.376
H19 -2.118 0.105 -0.412
C20 0.183 -1.335 -0.881
H20 3.736 1.489 0.256
H21 -7.280 0.617 1.004
H22 -1.959 -0.775 -2.441

Atoms 1-2, force components in eV/Å:
2.5 -5.0 -8.6
6.9 14.3 10.9

Its multiplicity is 1. As for the charge: 0. The value obtained for the gap between HOMO and LUMO is 8.45 eV. The molar mass is 394.50 g/mol. Its strongest force on any atom is 19.234 eV/Å. The LUMO energy comes out at 0.3 eV. The total energy is -1576.7620 a.u. The calculation puts the energy above the lowest of the compared OMol25 structures with the same formula, charge and spin at 16.711 eV.